ORCA calculation (ωB97M-V with the def2-TZVPD basis set) on an isolated molecule of C4H11NS.

## Properties
LUMO: 0.9979 eV
Electronic energy: -611.9275 hartree
Relative energy (zero: lowest compared OMol25 entry of this formula, charge and spin): 38.4 kJ/mol
Frontier orbital gap: 9.878 eV
SMILES: CCNCCS
Charge: 0
HOMO: -0.32633 Eh

Element x y z (Å)
C1 -1.51 -0.57 0.03
N1 -0.30 0.20 0.27
C2 0.85 -0.30 -0.48
C3 2.08 0.52 -0.13
S1 3.55 -0.22 -1.01
C4 -2.66 -0.03 0.84
H1 -1.79 -0.56 -1.03
H2 -1.27 -1.62 0.22
H3 -0.45 1.17 0.05
H4 0.65 -0.16 -1.56
H5 1.00 -1.36 -0.28
H6 2.02 1.52 -0.53
H7 2.32 0.46 0.92
H8 4.43 0.60 -0.41
H9 -2.45 -0.02 1.90
H10 -2.90 0.98 0.50
H11 -3.58 -0.60 0.70



ORCA calculation (ωB97M-V with the def2-TZVPD basis set) on a structure of composition C10H14Cl2IrNOSSe3Te2.

## Properties
LUMO (spin up / spin down): -3.6834 / -5.5100 eV
Electronic energy: -9682.4552 hartree
Relative energy (zero: lowest compared OMol25 entry of this formula, charge and spin): 0.0 kJ/mol
Frontier orbital gap (spin up / spin down): 5.978 / 5.942 eV
Charge: +1
Spin multiplicity: 6
HOMO (spin up / spin down): -0.35505 / -0.42086 Eh

Element x y z (Å)
Ir1 -0.48 0.19 -0.13
Se1 1.23 -1.49 -0.91
Se2 3.14 -0.41 -1.42
Te1 2.70 2.12 -1.29
Se3 0.34 2.37 -1.55
Cl1 -1.64 2.02 1.43
C1 -2.91 1.14 2.25
C2 -3.84 1.88 2.95
C3 -4.86 1.22 3.60
C4 -4.95 -0.16 3.53
C5 -4.00 -0.88 2.82
Cl2 -4.18 -2.60 2.75
C6 -2.93 -0.25 2.16
S1 -1.72 -1.21 1.32
H1 -3.77 2.96 2.98
H2 -5.60 1.78 4.16
H3 -5.74 -0.70 4.03
C7 1.58 -0.59 3.13
C8 1.55 0.79 2.56
N1 1.69 1.82 3.41
O1 1.43 1.00 1.34
H4 1.87 -0.62 4.18
H5 2.27 -1.20 2.54
H6 0.58 -1.03 3.02
H7 1.81 1.67 4.40
H8 1.68 2.76 3.06
C9 -1.80 0.38 -3.76
Te2 -2.40 -0.66 -2.01
C10 -3.94 0.72 -1.51
H9 -2.58 0.29 -4.52
H10 -0.88 -0.09 -4.12
H11 -1.61 1.41 -3.52
H12 -3.51 1.71 -1.40
H13 -4.38 0.39 -0.57
H14 -4.68 0.70 -2.30



ORCA calculation (ωB97M-V with the def2-TZVPD basis set) on a structure of composition C26H49NO4Si2Ti.

## Properties
LUMO (spin up / spin down): -3.6890 / -3.7560 eV
Electronic energy: -2804.1443 hartree
Relative energy (zero: lowest compared OMol25 entry of this formula, charge and spin): 11.8 kJ/mol
Frontier orbital gap (spin up / spin down): 6.900 / 8.271 eV
Charge: +1
Spin multiplicity: 2
HOMO (spin up / spin down): -0.38915 / -0.44199 Eh

Element x y z (Å)
O1 1.83 1.76 0.30
O2 5.10 1.31 -0.45
C1 1.91 3.09 -0.31
C2 0.99 4.08 0.38
H1 1.63 2.96 -1.36
H2 2.95 3.39 -0.28
H3 -0.05 3.75 0.37
H4 1.04 5.03 -0.16
H5 1.30 4.26 1.41
C3 1.91 1.69 1.78
C4 3.23 2.23 2.29
H6 1.80 0.62 2.02
H7 1.04 2.21 2.18
H8 4.09 1.77 1.78
H9 3.31 2.04 3.36
H10 3.29 3.32 2.17
C5 5.91 0.13 -0.21
C6 5.89 2.51 -0.60
C7 5.73 -0.37 1.20
H11 6.98 0.37 -0.39
H12 5.61 -0.62 -0.95
H13 6.09 0.37 1.93
H14 6.32 -1.28 1.33
H15 4.68 -0.60 1.41
C8 6.80 2.79 0.58
H16 5.17 3.34 -0.72
H17 6.49 2.44 -1.52
H18 6.24 2.79 1.52
H19 7.24 3.78 0.45
H20 7.62 2.07 0.64
H21 3.02 0.88 -0.99
Ti1 0.97 0.16 -0.68
C9 2.87 0.13 -1.88
Si1 3.76 0.75 -3.42
H22 3.27 -0.85 -1.60
H23 1.83 0.00 -2.37
C10 3.86 2.61 -3.50
C11 2.75 0.10 -4.87
C12 5.47 -0.01 -3.55
C13 -0.31 0.85 -2.13
Si2 -1.82 -0.08 -2.75
H24 0.23 1.29 -3.00
H25 -0.66 1.73 -1.54
C14 -1.53 -0.56 -4.54
C15 -3.31 1.07 -2.66
C16 -2.28 -1.61 -1.79
H26 5.80 0.07 -4.60
H27 5.45 -1.07 -3.28
H28 6.22 0.50 -2.93
H29 2.87 3.06 -3.63
H30 4.47 2.90 -4.37
H31 4.33 3.05 -2.62
H32 1.67 0.23 -4.74
H33 2.96 -0.97 -5.00
H34 3.06 0.62 -5.78
H35 -3.01 2.11 -2.82
H36 -3.82 1.01 -1.69
H37 -4.03 0.80 -3.44
H38 -2.76 -1.38 -0.83
H39 -1.43 -2.27 -1.60
H40 -3.01 -2.17 -2.40
H41 -2.49 -0.64 -5.06
H42 -1.01 -1.52 -4.60
H43 -0.92 0.19 -5.05
O3 1.46 -3.60 0.46
C17 0.97 -2.50 0.27
O4 1.32 -1.69 -0.74
C18 -0.10 -1.89 1.10
C19 -0.86 -2.68 1.96
C20 -2.05 -2.16 2.42
C21 -2.47 -0.88 2.01
C22 -3.78 -0.40 2.25
C23 -4.19 0.83 1.77
C24 -3.26 1.68 1.12
C25 -1.95 1.26 0.94
C26 -1.56 -0.04 1.27
N1 -0.40 -0.60 0.78
H44 -0.47 -3.67 2.18
H45 -2.71 -2.74 3.07
H46 -4.47 -1.05 2.80
H47 -5.22 1.16 1.90
H48 -3.57 2.66 0.77
H49 -1.20 1.95 0.50



ORCA calculation (ωB97M-V with the def2-TZVPD basis set) on a structure of composition C6H7KNO.

## Properties
LUMO: -4.4952 eV
Electronic energy: -962.4176 hartree
Frontier orbital gap: 8.343 eV
Charge: +1
HOMO: -0.47179 Eh

Element x y z (Å)
C1 2.85 1.58 -0.76
C2 1.83 1.19 -0.28
C3 0.68 0.43 0.14
C4 0.09 -0.56 -0.85
C5 -1.21 -0.97 -0.12
N1 -1.64 0.23 0.60
C6 -0.58 1.23 0.48
O1 -0.75 2.39 0.60
H1 3.79 1.90 -1.13
H2 0.90 -0.12 1.06
H3 -0.13 -0.11 -1.81
H4 0.80 -1.37 -1.01
H5 -1.89 -1.40 -0.86
H6 -0.85 -1.65 0.67
H7 -1.76 0.14 1.60
K1 -1.76 -2.76 1.61



ORCA calculation (ωB97M-V with the def2-TZVPD basis set) on a structure of composition C6H15NO3.

## Properties
LUMO: -0.1999 eV
Electronic energy: -517.9136 hartree
Relative energy (zero: lowest compared OMol25 entry of this formula, charge and spin): 542.4 kJ/mol
Frontier orbital gap: 8.294 eV
Charge: 0
HOMO: -0.31216 Eh

Element x y z (Å)
C1 -2.63 1.49 -0.74
N1 -1.24 1.21 -1.07
C2 -0.69 -0.09 -0.65
C3 -1.22 -0.49 0.73
C4 -0.95 -1.21 -1.67
C5 0.84 0.12 -0.56
O1 1.58 -0.85 -0.26
H1 -2.93 2.40 -1.28
H2 -3.31 0.67 -1.02
H3 -2.74 1.70 0.33
H4 -1.13 1.30 -2.08
H5 -2.28 -0.76 0.67
H6 -0.68 -1.38 1.09
H7 -1.07 0.31 1.46
H8 -0.46 -0.99 -2.63
H9 -0.56 -2.17 -1.30
H10 -2.03 -1.30 -1.85
O2 1.22 1.33 -0.39
H11 1.72 1.45 0.79
O3 2.64 0.81 2.06
C6 3.20 -0.81 1.42
H12 3.73 -1.04 2.36
H13 3.10 -1.89 1.21
H14 3.94 -0.45 0.70
H15 1.94 0.64 2.69



ORCA calculation (ωB97M-V with the def2-TZVPD basis set) on an isolated molecule of C3H8N4S.

## Properties
LUMO: 0.4941 eV
Electronic energy: -736.2061 hartree
Relative energy (zero: lowest compared OMol25 entry of this formula, charge and spin): 294.3 kJ/mol
Frontier orbital gap: 9.005 eV
SMILES: [H]/N=C(\CNC=S)NN
Charge: 0
HOMO: -0.31277 Eh

Element x y z (Å)
C1 1.72 -0.09 0.16
C2 0.70 1.14 0.13
C3 -1.70 0.83 -0.12
H1 2.10 -2.96 0.26
H2 2.35 -1.97 1.88
H3 0.11 -1.41 0.43
H4 3.30 1.04 0.04
H5 1.34 2.14 -0.24
H6 0.53 1.42 1.20
H7 -0.13 0.44 -1.53
H8 -1.83 1.01 0.93
N1 1.64 -2.37 1.13
N2 1.12 -1.22 0.66
N3 2.97 0.09 0.15
N4 -0.51 0.90 -0.57
S1 -3.03 0.46 -0.85



ORCA calculation (ωB97M-V with the def2-TZVPD basis set) on an isolated molecule of C4H10N2O3.

## Properties
LUMO: 0.6967 eV
Electronic energy: -493.6533 hartree
Relative energy (zero: lowest compared OMol25 entry of this formula, charge and spin): 83.5 kJ/mol
Frontier orbital gap: 10.268 eV
SMILES: CN(C(N)=O)C(C)(O)O
Charge: 0
HOMO: -0.35172 Eh

Element x y z (Å)
C1 0.55 0.96 -0.01
C2 0.25 -1.50 0.44
C3 2.03 0.43 -0.56
N1 -0.25 -0.24 -0.10
C4 -1.62 -0.04 -0.24
N2 -2.46 -1.07 0.07
O1 0.62 1.35 1.33
O2 0.15 1.99 -0.80
O3 -2.09 0.92 -0.92
H1 1.13 2.17 1.31
H2 -0.90 1.78 -1.06
H3 -2.41 -1.35 1.04
H4 -3.41 -0.87 -0.22
H5 0.92 -1.95 -0.29
H6 0.76 -1.37 1.40
H7 -0.48 -2.29 0.62
H8 2.57 -0.07 0.26
H9 2.03 -0.17 -1.47
H10 2.60 1.33 -0.81



ORCA calculation (ωB97M-V with the def2-TZVPD basis set) on a structure of composition C6H7N.

## Properties
LUMO: 1.1825 eV
Electronic energy: -287.4786 hartree
Relative energy (zero: lowest compared OMol25 entry of this formula, charge and spin): 285.3 kJ/mol
Frontier orbital gap: 9.438 eV
Charge: 0
HOMO: -0.30339 Eh

Element x y z (Å)
C1 -0.02 1.18 -0.88
C2 -0.60 1.20 0.32
C3 0.54 -0.54 1.57
C4 -0.75 -0.19 0.86
N1 -0.29 -1.10 -0.26
C5 -0.12 -0.22 -1.43
C6 0.92 -1.24 0.50
H1 0.37 2.01 -1.45
H2 -1.04 -0.19 -2.01
H3 -0.81 2.07 0.93
H4 0.99 -0.16 2.48
H5 -1.71 -0.48 1.31
H6 0.67 -0.61 -2.09
H7 1.83 -1.73 0.15



Values of F_max, in order: 1.6, 1.0, 2.4, 4.8, 4.9, 7.7, 4.4, 0.6, all in eV/Å.